# 1
{
  "formula": "C6H36NO11S",
  "method": "wB97M-V/def2-TZVPD",
  "species": ["C", "C", "S", "N", "C", "C", "C", "C", "H", "H", "H", "H", "H", "H", "H", "H", "H", "H", "H", "H", "H", "H", "H", "H", "O", "H", "H", "O", "H", "H", "O", "H", "H", "O", "H", "H", "O", "H", "H", "O", "H", "H", "O", "H", "H", "O", "H", "H", "O", "H", "H", "O", "H", "H", "O"],
  "coordinates": [[-1.18127, 0.08008, -1.57112], [-2.17506, -0.30288, -2.65687], [-3.06618, 1.26971, -3.12555], [-0.78599, -1.08672, -0.75207], [0.12734, -1.96219, -1.50014], [1.45681, -2.18544, -0.77780], [1.50080, -3.38054, 0.20165], [2.66615, -2.18226, -1.74806], [-1.73484, 0.74708, -0.92888], [-0.33434, 0.58573, -2.02947], [-1.69989, -0.59058, -3.59333], [-2.88516, -1.08644, -2.40220], [-0.41936, -0.86801, 0.16325], [0.34388, -1.59877, -2.50231], [-0.38232, -2.93127, -1.58764], [1.71629, -1.37613, -0.10021], [2.20792, -4.13623, -0.08555], [0.51512, -3.85597, 0.30780], [1.62953, -3.06045, 1.23902], [3.29903, -3.07418, -1.72069], [3.35326, -1.34481, -1.62462], [2.28238, -2.12791, -2.77052], [-2.79417, 0.18766, 0.52762], [-3.43933, 1.32200, 1.07754], [-3.57789, 0.35801, 1.07359], [-1.53554, -1.69213, 2.23461], [-1.70028, -1.75933, 3.83678], [-1.19094, -1.40071, 3.10641], [0.60831, 1.44022, 0.10879], [-0.15852, 1.84245, 1.26699], [0.25721, 1.04060, 0.91906], [-3.29242, -1.65729, 1.33827], [-2.40097, -1.85709, 0.10952], [-2.64405, -2.27344, 0.96915], [-3.37180, 2.32257, -1.03104], [-2.34427, 3.39514, -1.03800], [-3.09356, 3.10380, -0.50860], [0.60847, -0.72400, 3.12816], [1.15428, 0.51499, 2.41183], [1.35659, -0.09659, 3.15493], [3.90892, -1.33516, 1.49491], [2.87749, -0.46269, 2.14141], [3.57291, -0.43174, 1.45185], [1.43512, 3.79299, -1.44442], [1.38444, 2.26792, -1.77805], [1.74873, 2.92644, -1.17060], [-0.05061, 2.37978, -3.91651], [-1.08541, 2.65842, -2.91253], [-0.11565, 2.75954, -3.03030], [3.03970, 2.99095, 1.96057], [2.22462, 3.04528, 0.68369], [2.16698, 2.77217, 1.61636], [0.04990, 2.84152, 3.32965], [0.00650, 1.61268, 4.20131], [-0.03885, 2.58319, 4.25235]],
  "orbital_gap_ev": 6.7,
  "total_charge": -1,
  "e_lumo_ev": 2.560,
  "relative_energy_kcal_mol": 44.5
}



# 2
{
  "formula": "C6H36NO12",
  "method": "wB97M-V/def2-TZVPD",
  "species": ["O", "C", "C", "C", "C", "C", "C", "N", "H", "H", "H", "H", "H", "H", "H", "H", "H", "H", "H", "H", "H", "H", "H", "H", "O", "H", "H", "O", "H", "H", "O", "H", "H", "O", "H", "H", "O", "H", "H", "O", "H", "H", "O", "H", "H", "O", "H", "H", "O", "H", "H", "O", "H", "H", "O"],
  "coordinates": [[-2.28685, -1.24538, 0.00539], [-1.12013, -1.73599, -0.20166], [0.08298, -0.78525, -0.32162], [-0.22498, 0.46417, -1.13079], [0.70817, 1.67956, -0.92222], [1.22174, 2.32422, -2.19686], [-0.01167, 2.78619, -0.08815], [1.30969, -1.49686, -0.77552], [-1.03738, -2.78910, -0.48361], [0.23416, -0.54018, 0.75242], [-0.31699, 0.17599, -2.18133], [-1.15998, 0.90805, -0.78406], [1.58172, 1.50095, -0.25745], [1.90601, 1.70823, -2.79245], [1.55344, 3.34500, -2.01893], [0.43193, 2.34045, -2.95888], [-0.74834, 3.38952, -0.61258], [0.79499, 3.47248, 0.20217], [-0.51817, 2.34661, 0.76880], [1.78442, -2.02264, -0.00679], [1.97238, -0.88830, -1.26421], [1.06047, -2.11657, -1.56495], [-1.54823, 1.82979, 2.85035], [-1.71155, 1.87158, 4.40432], [-1.18678, 1.51993, 3.69669], [-3.61635, 0.68939, 1.53550], [-2.35682, 0.20443, 0.88701], [-2.67642, 0.89902, 1.53387], [-1.25566, -3.71028, 2.49110], [-0.77928, -2.29960, 2.30740], [-0.75828, -3.16920, 1.86223], [-0.34201, -0.87488, 4.36142], [-1.37486, -0.35305, 3.38668], [-1.00162, -1.18194, 3.73220], [0.93562, 1.32594, 3.00747], [2.17222, 2.05328, 3.34674], [1.88384, 1.29385, 2.82620], [3.60778, -1.07579, 2.10903], [3.15392, 0.14088, 1.40177], [3.54266, -0.72798, 1.21241], [-0.68738, -2.32316, -3.72039], [0.44360, -3.17390, -3.39276], [-0.11315, -2.50158, -2.95861], [2.17973, -3.40513, 1.95908], [0.85060, -3.48224, 1.38193], [1.76638, -3.22874, 1.10412], [-3.64153, -0.18919, -2.21918], [-3.61635, 1.09194, -3.15291], [-3.09779, 0.39988, -2.75004], [-3.07793, 1.82010, -1.20838], [-2.09230, 2.56238, -2.14893], [-2.81514, 2.68152, -1.53766], [2.96322, -0.34147, -3.81259], [3.98927, -0.66913, -2.79879], [3.04301, -0.49778, -2.86400]],
  "orbital_gap_ev": [3.4, 7.3],
  "e_lumo_ev": [0.103, 0.018],
  "relative_energy_kcal_mol": 0.0,
  "multiplicity": 2
}



# 3
{
  "formula": "C6H36NO13",
  "method": "wB97M-V/def2-TZVPD",
  "species": ["C", "N", "C", "C", "C", "C", "C", "O", "H", "H", "H", "H", "H", "H", "H", "H", "H", "H", "H", "H", "H", "H", "O", "H", "H", "O", "H", "H", "O", "H", "H", "O", "H", "H", "O", "H", "H", "O", "H", "H", "O", "H", "H", "O", "H", "H", "O", "H", "H", "O", "H", "H", "O", "H", "H", "O"],
  "coordinates": [[-2.14333, -3.27644, 0.83883], [-1.36728, -2.03055, 0.76308], [-0.19356, -1.70841, -0.23721], [-0.55767, -1.55037, -1.63353], [-1.48502, -0.30962, -1.98099], [-0.95071, 0.35793, -3.22355], [0.83170, -3.04824, -0.23970], [1.56378, -2.96010, 0.84874], [-2.96779, -3.02140, 1.47470], [-1.64024, -4.01385, 1.41708], [-2.57378, -3.72974, -0.08881], [-2.13022, -1.23030, 0.60468], [0.43722, -0.94988, 0.15801], [-1.25106, -2.52090, -1.68132], [0.24453, -1.80493, -2.38416], [-1.88447, 0.35505, -1.22096], [-1.73426, 0.98097, -3.65320], [-0.27412, -0.01160, -3.90685], [0.09956, -3.84696, -0.12031], [1.42824, -3.00899, -1.22108], [0.85300, 1.78882, -0.02966], [-0.14467, 0.97501, 0.70855], [-0.11411, 1.83354, 0.32469], [1.67355, 3.89009, -2.76726], [2.28112, 2.98336, -1.73139], [2.24702, 3.19053, -2.73410], [-3.86733, -2.38560, -1.24323], [-2.53106, 2.47120, 1.43221], [-3.23871, 2.29879, 0.80977], [-2.87255, -1.42991, -3.04655], [-3.61395, 3.10740, 0.39795], [-2.65833, -1.03494, -2.21192], [1.86396, -1.22292, 3.15714], [1.39189, 0.02749, 4.05366], [2.17256, -0.45330, 3.68996], [1.04724, 2.98234, 1.40462], [1.96287, 1.74546, 1.82516], [1.51144, 2.54929, 2.21111], [-0.14339, 1.05414, -2.71465], [3.31162, 2.09618, -0.59658], [2.40662, 1.98855, -0.37212], [2.01574, -2.11057, 0.80059], [-3.82950, -1.35688, -0.27776], [-4.12324, -2.28230, -0.31234], [0.83156, 1.65465, 3.54607], [-0.76788, 1.25798, 3.79468], [0.12097, 1.25847, 4.15749], [4.86282, -1.09479, -0.60377], [3.38981, -0.50674, -0.90596], [4.10085, -1.17901, -1.27019], [3.46045, 0.45415, 1.96826], [2.90318, 0.91945, 0.42565], [2.91496, 0.08158, 1.19875], [-1.61891, 3.60709, -0.18211], [-0.23127, 3.84136, 0.45347], [-1.01981, 4.32837, 0.12638]],
  "orbital_gap_ev": 8.7,
  "total_charge": -1,
  "e_lumo_ev": 2.498,
  "relative_energy_kcal_mol": 132.5
}



# 4
{
  "formula": "C6H37N2O10",
  "method": "wB97M-V/def2-TZVPD",
  "species": ["N", "C", "C", "C", "C", "C", "N", "C", "H", "H", "H", "H", "H", "H", "H", "H", "H", "H", "H", "H", "H", "H", "H", "H", "H", "H", "H", "O", "H", "H", "O", "H", "H", "O", "H", "H", "O", "H", "H", "O", "H", "H", "O", "H", "H", "O", "H", "H", "O", "H", "H", "O", "H", "H", "O"],
  "coordinates": [[0.34679, 0.89731, 1.44085], [-0.64978, 0.04171, 0.81921], [-1.60659, -0.45623, 1.93196], [-3.13642, -0.15915, 2.02834], [-3.75297, 0.86136, 1.01431], [-0.08915, -1.01826, -0.06787], [0.64877, -0.39530, -1.19161], [0.83649, -1.42924, -2.25122], [0.79045, 0.32753, 2.14652], [-0.15480, 1.62007, 1.98226], [0.96682, 1.30003, 0.71960], [-1.37523, 0.58680, 0.09168], [-1.49704, -1.53896, 1.97716], [-1.20869, -0.24947, 2.92488], [-3.19708, 0.39486, 2.99405], [-3.70236, -1.05412, 1.93561], [-2.88380, 1.35945, 0.57449], [-4.32997, 0.37503, 0.24045], [-4.31690, 1.56417, 1.61773], [0.43541, -1.79538, 0.51140], [-0.75287, -1.67820, -0.58537], [1.54047, -0.00056, -0.94561], [1.68172, -1.08919, -2.90440], [-0.09144, -1.50676, -2.81671], [1.18299, -2.41194, -1.99144], [1.88341, 2.36250, -1.19067], [1.02526, 3.48170, -0.28470], [1.23112, 2.57154, -0.49839], [-2.88355, -0.86302, -3.95206], [-2.13657, 0.00102, -3.00004], [-2.53139, -0.90568, -3.05010], [3.30161, 1.48164, -2.75277], [2.70769, 2.66694, -3.49453], [2.93052, 2.36032, -2.60562], [3.97384, -0.71524, -0.80988], [3.74338, -0.93790, 0.56449], [3.65416, -0.18987, -0.05705], [-1.35846, -3.72205, 0.34826], [-1.13412, -4.34261, 1.84634], [-0.89565, -3.67736, 1.20200], [3.60826, 2.73581, 1.94142], [3.44852, 1.56448, 0.92306], [3.03290, 2.00450, 1.68730], [-1.03511, 1.77462, -2.88299], [-0.34875, 0.39785, -2.64797], [-0.63170, 1.02808, -3.33894], [-3.13060, -3.24422, -1.70119], [-1.73431, -2.98367, -1.44029], [-2.39671, -3.65496, -1.21018], [2.44294, -1.33492, 3.19700], [1.60695, -2.08484, 2.08388], [2.08136, -1.26542, 2.30453], [1.70863, 3.44585, 1.67403], [1.31539, 3.97902, 2.83219], [0.83621, 3.52036, 2.11663]],
  "orbital_gap_ev": 9.9,
  "total_charge": 1,
  "e_lumo_ev": -2.618,
  "relative_energy_kcal_mol": 68.3
}